1.
48
Properties=species:S:1:pos:R:3 method="wB97M-V/def2-TZVPD" relative_energy_kcal_mol=43.5 e_homo_ev="-9.9 / -9.9" gap_ha="0.187 / 0.168" e_tot_ev=-128865.14610 total_charge=+1
Sn -0.75535 0.02841 0.01379
Cl -3.77506 -5.32470 3.88794
C -3.24314 -3.81758 3.26214
C -3.88452 -2.65944 3.63995
C -3.45795 -1.42662 3.16003
I -4.38639 0.36453 3.72013
C -2.37106 -1.30486 2.29037
O -1.95293 -0.16008 1.88951
C -1.73983 -2.51674 1.85166
N -0.75508 -2.38837 0.94284
C -0.11275 -3.46418 0.53996
C -0.41420 -4.74565 1.01573
C -1.44491 -4.90549 1.90984
C -2.15311 -3.77560 2.35369
H -4.72257 -2.70622 4.31733
H 0.67547 -3.30683 -0.18347
H 0.15736 -5.59023 0.66985
H -1.71390 -5.87986 2.28547
C 2.39475 2.35442 2.74415
C 1.28099 1.90195 1.86344
N 1.24593 0.73093 1.32128
O 2.31909 -0.10119 1.58572
C 0.20074 2.81836 1.55828
C 0.02548 4.11779 2.28364
N -0.59447 2.48998 0.59746
O -1.51957 3.13631 0.08727
H 3.28444 1.75299 2.56676
H 2.10793 2.23220 3.78939
H 2.61451 3.40582 2.57778
H 2.18806 -0.87875 1.02625
H 0.33280 4.02669 3.31986
H -1.02754 4.39140 2.24387
H 0.60157 4.91530 1.81487
Se 3.94845 1.70571 -1.66976
N 2.46688 0.64724 -2.12926
C 1.95025 1.06492 -3.33569
C 0.91222 0.49850 -4.07008
C 0.61032 1.04257 -5.30215
C 1.31727 2.14538 -5.80631
C 2.34773 2.71533 -5.10425
C 2.69919 2.17035 -3.85529
N 3.72959 2.60002 -3.12838
H 0.37035 -0.35591 -3.69363
H -0.18574 0.61156 -5.89038
H 1.04716 2.54718 -6.76854
H 2.90601 3.55556 -5.47781
O 1.00133 -0.85917 -1.45990
N 2.11284 -0.26742 -1.27125

2.
16
Properties=species:S:1:pos:R:3 method="wB97M-V/def2-TZVPD" relative_energy_kcal_mol=54.0 smiles="C=CC.C=CO" e_homo_ev=-9.2 gap_ha=0.376 e_tot_ev=-7392.42339 total_charge=0
C -0.68872 1.68548 -1.21823
C 0.14743 0.68216 -1.42600
C 0.24564 -0.10914 -2.72508
H -0.53991 2.49931 -0.51767
H -1.65109 1.78744 -1.72599
H 0.94620 0.53196 -0.71345
H 0.46610 0.64821 -3.47622
H -0.62773 -0.71965 -2.95909
H 1.12132 -0.75153 -2.68588
C -0.36235 -0.74078 1.72490
C 0.01110 -0.63391 2.98822
O 1.22636 -1.07803 3.47189
H -1.39346 -0.54361 1.47940
H 0.27208 -1.23486 0.99817
H -0.55115 -0.08573 3.72657
H 1.37819 -1.93733 3.05845

3.
11
Properties=species:S:1:pos:R:3 method="wB97M-V/def2-TZVPD" relative_energy_kcal_mol=78.6 smiles=C#C[C@H]1N[C@H]1C#N e_homo_ev=-10.0 gap_ha=0.390 e_tot_ev=-8226.08482 total_charge=0
C -2.26354 0.98706 -0.95852
C -1.25121 0.56712 -0.45626
C 0.17467 0.59103 -0.21521
N 0.82754 0.57792 1.08828
C 1.13235 -0.49353 0.13650
C 0.82992 -1.86644 0.47830
N 0.73710 -2.97220 0.80256
H -3.08792 1.45273 -1.44214
H 0.61632 1.33216 -0.87809
H 0.18983 0.22557 1.80230
H 2.09494 -0.40142 -0.35773

4.
39
Properties=species:S:1:pos:R:3 method="wB97M-V/def2-TZVPD" relative_energy_kcal_mol=0.0 smiles="CCOC(=O)Cc1nnc(NC(=O)CSc2nc(C)cc(=O)[nH]2)s1" e_homo_ev=-8.9 gap_ha=0.335 e_tot_ev=-51036.29415 total_charge=0
C -4.33810 -2.56991 1.54504
C -4.44008 -1.96022 0.15541
O -4.30612 -0.53341 0.19964
C -3.07886 -0.03763 0.23648
O -2.06689 -0.68601 0.21101
C -3.12349 1.48761 0.31644
C -1.82439 2.05856 -0.09791
N -1.62685 2.76438 -1.14828
N -0.36705 3.09852 -1.35744
C 0.45281 2.64824 -0.45936
N 1.79007 2.88182 -0.59586
C 2.92124 2.53817 0.10659
O 3.99980 2.71198 -0.40348
C 2.76594 2.05049 1.52960
S 3.97246 0.73032 1.83170
C 3.43100 -0.37828 0.58958
N 2.39334 -0.06987 -0.11390
C 1.97646 -0.96817 -1.05578
C 0.74091 -0.58765 -1.79828
C 2.63206 -2.13956 -1.27188
C 3.79793 -2.49873 -0.51083
O 4.47131 -3.49999 -0.59980
N 4.13439 -1.51677 0.44563
S -0.34683 1.71892 0.79513
H -5.08156 -2.13018 2.20547
H -4.50758 -3.64077 1.48361
H -3.34769 -2.39529 1.95849
H -3.66220 -2.36752 -0.49791
H -5.42463 -2.13377 -0.28213
H -3.35438 1.75257 1.35186
H -3.91816 1.86152 -0.32891
H 2.00669 3.30018 -1.49814
H 3.02937 2.85721 2.21538
H 1.77810 1.66322 1.75771
H -0.11438 -0.65111 -1.12449
H 0.57636 -1.25590 -2.63790
H 0.81283 0.43661 -2.15797
H 2.29856 -2.84208 -2.01742
H 4.94761 -1.69753 1.02289

5.
10
Properties=species:S:1:pos:R:3 method="wB97M-V/def2-TZVPD" relative_energy_kcal_mol=5.3 smiles="[NH2+]=CNP" e_homo_ev=-14.7 gap_ha=0.400 e_tot_ev=-13395.90602 total_charge=+1
N -1.41378 0.93432 0.05684
C -1.03414 -0.29690 0.10769
N 0.22108 -0.72271 0.07592
P 1.61444 0.41963 0.05076
H -2.32173 1.25223 -0.08300
H -0.54317 1.51979 -0.06030
H -1.67205 -1.16660 0.07175
H 0.61475 -1.67458 0.27601
H 2.53003 -0.41067 0.83461
H 2.00457 0.14548 -1.33027

6.
42
Properties=species:S:1:pos:R:3 method="wB97M-V/def2-TZVPD" e_homo_ev="-3.2 / -3.9" gap_ha="0.238 / 0.265" e_tot_ev=-49383.26349 total_charge=-1 s2=3.81 multiplicity=4
C 0.13725 -0.06330 -3.93203
C -0.00602 -1.48398 -3.79383
C 0.95621 -1.94851 -2.85012
C 1.71823 -0.81698 -2.36008
C 1.12584 0.39907 -2.98911
Cr -0.06115 -0.22133 -1.11875
C -1.56813 -1.54337 -0.62451
C -2.21449 -0.52401 -1.48528
C -3.34735 -0.27765 -2.30996
N -1.45159 0.78083 -1.44095
H 1.17373 -2.99026 -2.58182
H -0.59289 -2.09956 -4.42133
H 2.59743 -0.83517 -1.75024
H 1.54806 1.39026 -2.91585
H -0.38236 0.53992 -4.64044
H -1.40494 -2.55626 -1.21782
H -2.07732 1.57309 -1.61382
H -2.19990 -1.88190 0.29673
H -3.97475 -1.12209 -2.36263
H -3.36598 0.61719 -2.82506
C 0.01747 -1.73898 2.30229
N -0.74761 -0.58564 2.70516
C -0.57956 -0.20605 4.08502
C -0.90200 0.48616 1.76185
C 0.39329 1.17654 1.41644
C 0.94541 2.08967 2.34162
C 2.20025 2.68332 2.10409
C 2.88306 2.34665 0.93319
C 2.32416 1.41312 0.04150
C 1.08343 0.87461 0.25793
H 0.03614 -2.45755 3.14549
H 1.06804 -1.50346 2.00305
H -0.43710 -2.18688 1.39810
H 0.42669 0.18018 4.32772
H -1.28630 0.59245 4.31948
H -0.76494 -1.08253 4.71983
H -1.38260 0.11487 0.84308
H -1.57527 1.20374 2.23332
H 0.33995 2.37219 3.22652
H 2.64330 3.33591 2.87756
H 3.87560 2.74275 0.76990
H 2.82871 1.21293 -0.87622

7.
29
Properties=species:S:1:pos:R:3 method="wB97M-V/def2-TZVPD" relative_energy_kcal_mol=71.6 e_homo_ev="-16.0 / -16.0" gap_ha="0.320 / 0.185" e_tot_ev=-50763.92346 total_charge=+2 s2=6.01 multiplicity=5
Pd 0.45548 0.00225 0.48319
C -4.54751 -1.11428 2.43000
O -3.54118 -0.26088 1.81605
C -2.29887 -0.18718 2.34013
O -1.35051 0.22035 1.67212
N -2.09836 -0.39810 3.66726
N -0.78310 -0.26871 4.14953
H -4.85462 -1.84083 1.69682
H -5.38822 -0.51797 2.74218
H -4.13679 -1.74941 3.24872
H -2.81063 -0.28771 4.36695
H -0.74916 -0.50505 5.14242
H -0.52593 0.67340 3.94373
O 0.16572 0.02662 -1.65046
O -1.07121 0.34842 -2.20641
N 3.98906 0.93749 -1.61960
C 4.54064 1.18324 -0.37527
C 3.68443 0.70895 0.47925
N 2.56844 0.17440 -0.15731
C 2.78937 0.32713 -1.44337
H 4.30335 1.37647 -2.45033
H 5.53074 1.63164 -0.38524
H 3.63427 0.72061 1.57076
H 2.04515 0.11737 -2.26382
O -0.08403 -0.72926 -7.54799
S 0.72870 -0.33430 -6.39306
O 1.92029 0.37913 -6.60860
O 0.38622 -0.78280 -5.10883
S -2.50175 0.14903 -1.53881

8.
13
Properties=species:S:1:pos:R:3 method="wB97M-V/def2-TZVPD" relative_energy_kcal_mol=157.9 e_homo_ev="-13.9 / -13.8" gap_ha="0.324 / 0.318" e_tot_ev=-20589.62880 total_charge=+1
C 1.29966 0.45157 0.33064
C 0.91290 -0.35446 -1.88229
C 2.13054 0.29396 1.56854
O -2.00089 -0.18443 0.22789
O 1.09652 -0.02283 -0.71294
F -4.45674 1.01784 0.63010
F -4.48700 -1.05259 -0.60568
Si -3.53317 -0.08408 0.10246
H 1.52116 0.22132 -2.60152
H 0.32710 -1.14785 -2.21403
H 2.65353 -0.65408 1.39121
H 1.64905 0.57869 2.42594
H 2.88734 0.93693 1.33970